Entry 1:
DFT (wB97M-V/def2-TZVPD) results for the ion C10H16N3O with charge +1.

Last column: Mulliken charge in e.
Cartesian coordinates (Å):
C -1.974 -0.837 1.722  -1.778
C -0.539 -1.345 1.505  1.881
C -0.603 -2.924 1.603  -1.402
C 0.538 -0.830 2.411  -1.672
C 0.021 -0.932 0.167  0.020
O 0.749 -1.793 -0.349  -0.738
C -0.030 0.350 -0.606  0.323
N -1.080 1.239 -0.393  0.187
C -1.236 2.329 -1.096  -0.301
C -0.141 2.817 -1.797  -0.818
C 0.992 2.024 -2.034  0.658
N 1.895 2.421 -2.936  -0.386
C 0.945 0.657 -1.546  0.394
N 1.875 -0.231 -2.045  -0.463
H -1.982 0.203 1.537  0.627
H -2.639 -1.473 1.119  0.423
H -2.320 -1.040 2.753  0.410
H -1.319 -3.315 2.391  0.350
H 0.431 -3.292 1.929  0.318
H -0.913 -3.314 0.593  0.356
H 0.183 -1.114 3.394  0.423
H 1.539 -1.453 2.401  0.353
H 0.835 0.204 2.469  0.345
H -1.778 0.826 0.236  -0.233
H -2.156 2.966 -1.045  0.373
H -0.381 3.706 -2.239  0.370
H 1.664 3.343 -3.120  0.223
H 2.791 1.992 -3.019  0.201
H 2.840 -0.020 -2.490  0.219
H 1.794 -1.163 -1.518  0.336

The LUMO energy is -4.08 eV. As for the charge: +1. The value obtained for the energy is -629.8861 hartree. The value obtained for the gap between HOMO and LUMO is 8.333 eV. Its structure (SMILES) is CC(C)(C)C(=O)c1[nH]ccc(=[NH2+])c1N. As for the energy above the lowest of the compared OMol25 structures with the same formula, charge and spin: 32.36 kJ/mol. As for the HOMO energy: -12.418 eV.


Entry 2:
DFT (wB97M-V/def2-TZVPD) results for a structure of composition C24H72As2F12N8O12.

Last column: Mulliken charge in e.
Cartesian coordinates (Å):
C -17.814 -0.027 4.796  -1.620
C -18.186 -1.450 5.160  0.624
C -18.944 -1.460 6.479  -0.857
O -19.183 -2.837 6.670  -0.224
C -19.633 -3.240 8.036  -1.045
N -18.938 -2.033 3.956  0.081
H -18.320 -2.432 3.263  0.169
H -19.504 -2.809 4.269  0.350
H -19.574 -1.401 3.491  0.449
H -18.682 0.632 4.785  0.404
H -17.336 -0.045 3.817  0.428
H -17.101 0.409 5.496  0.414
H -17.292 -2.058 5.300  0.128
H -19.846 -0.852 6.411  0.375
H -18.358 -1.075 7.314  0.467
H -18.754 -3.439 8.648  0.356
H -20.140 -4.193 8.187  0.325
H -19.999 -2.428 8.664  0.414
C -11.470 -11.323 7.795  -1.115
C -10.338 -12.030 7.057  0.422
C -9.718 -13.189 7.860  -0.893
O -8.837 -13.894 7.007  -0.391
C -8.678 -15.277 7.257  -0.701
N -10.888 -12.596 5.738  -0.267
H -10.375 -13.416 5.446  0.337
H -11.871 -12.827 5.755  0.340
H -10.858 -11.961 4.954  0.337
H -12.110 -12.051 8.293  0.228
H -12.103 -10.686 7.177  0.175
H -11.117 -10.644 8.571  0.521
H -9.510 -11.373 6.790  0.308
H -10.521 -13.864 8.157  0.416
H -9.263 -12.793 8.768  0.444
H -9.678 -15.698 7.149  0.337
H -8.308 -15.505 8.256  0.314
H -7.958 -15.782 6.614  0.255
C -14.437 -8.822 1.733  -1.198
C -13.225 -7.999 1.243  0.317
C -12.778 -8.383 -0.189  -0.974
O -11.840 -7.427 -0.736  -0.349
C -11.565 -7.770 -2.112  -0.750
N -13.639 -6.541 1.215  -0.020
H -13.990 -6.200 2.099  0.093
H -12.809 -5.966 1.189  0.411
H -14.196 -6.352 0.393  0.351
H -15.362 -8.779 1.157  0.495
H -14.646 -8.676 2.793  -0.089
H -14.174 -9.870 1.587  0.529
H -12.403 -8.011 1.959  0.333
H -13.590 -8.715 -0.836  0.542
H -12.215 -9.304 -0.039  0.439
H -11.248 -6.917 -2.712  0.301
H -12.540 -7.953 -2.564  0.339
H -10.875 -8.605 -2.236  0.287
C -16.610 -10.459 13.483  -0.972
C -18.021 -9.782 13.740  0.026
C -18.397 -8.821 12.633  -0.651
O -18.327 -9.464 11.398  -0.272
C -18.614 -8.686 10.224  -0.640
N -19.030 -10.994 13.710  -0.276
H -18.866 -11.630 14.478  0.391
H -19.987 -10.689 13.816  0.366
H -18.985 -11.597 12.901  0.233
H -16.544 -10.946 12.510  -0.027
H -16.457 -11.119 14.337  0.457
H -15.740 -9.803 13.470  0.384
H -18.035 -9.337 14.735  0.410
H -17.813 -7.901 12.644  0.381
H -19.453 -8.567 12.725  0.407
H -19.042 -7.742 10.563  0.639
H -19.192 -9.326 9.558  0.341
H -17.686 -8.373 9.745  -0.189
C -18.072 -6.931 6.984  -0.326
C -17.114 -6.463 5.842  0.816
C -15.641 -6.885 6.128  -0.799
O -15.337 -8.295 6.054  -0.315
C -14.026 -8.757 5.839  -0.686
N -17.518 -7.183 4.554  0.548
H -18.500 -7.282 4.340  0.311
H -16.964 -6.861 3.774  0.011
H -17.172 -8.121 4.700  -0.068
H -18.083 -6.331 7.893  0.363
H -17.902 -7.918 7.413  -0.840
H -19.134 -6.881 6.740  0.522
H -17.252 -5.395 5.676  -0.144
H -15.319 -6.518 7.103  0.295
H -15.015 -6.433 5.358  0.597
H -13.242 -8.417 6.516  0.354
H -13.668 -8.469 4.851  0.114
H -14.052 -9.842 5.941  0.262
C -14.970 -11.296 8.930  -1.481
C -16.428 -11.620 9.225  1.669
C -17.415 -11.321 8.101  -0.763
O -18.694 -11.824 8.519  -0.466
C -19.637 -11.633 7.510  -0.735
N -16.499 -13.121 9.503  -0.187
H -15.834 -13.299 10.242  0.379
H -17.432 -13.217 9.876  0.363
H -16.246 -13.722 8.731  0.288
H -14.543 -10.427 9.431  0.504
H -14.888 -11.109 7.860  0.208
H -14.246 -12.071 9.183  0.455
H -16.832 -11.134 10.113  -0.774
H -17.099 -11.666 7.116  0.731
H -17.462 -10.237 8.004  -0.212
H -20.664 -11.769 7.849  0.326
H -19.432 -12.361 6.725  0.364
H -19.654 -10.635 7.073  0.170
N -16.476 -4.422 2.541  1.178
O -15.460 -4.890 2.996  -0.748
O -16.617 -3.199 2.535  -0.851
O -17.367 -5.206 2.185  -0.633
N -20.818 -5.584 4.105  0.792
O -20.332 -6.700 3.913  -0.662
O -20.090 -4.594 4.309  -0.712
O -22.062 -5.444 4.091  -0.679
As -14.943 -6.068 10.672  1.965
F -14.604 -4.486 11.521  -0.494
F -14.040 -5.518 9.245  -0.484
F -15.437 -7.650 9.981  -0.462
F -15.786 -6.514 12.165  -0.489
F -16.482 -5.431 9.956  -0.471
F -13.426 -6.838 11.208  -0.515
As -18.467 -10.909 3.528  1.954
F -19.433 -9.667 2.624  -0.499
F -19.929 -11.757 3.971  -0.491
F -17.511 -12.131 4.461  -0.498
F -16.947 -10.024 3.169  -0.497
F -18.579 -9.917 5.020  -0.434
F -18.322 -11.947 2.057  -0.493

The LUMO energy is -5.50 eV. As for the charge: +2. The value obtained for the energy is -7967.7387 hartree. The value obtained for the gap between HOMO and LUMO is 4.858 eV. As for the HOMO energy: -10.356 eV.


Entry 3:
DFT (wB97M-V/def2-TZVPD) results for a structure of composition CHO5S.

Last column: Mulliken charge in e.
Cartesian coordinates (Å):
C -1.561 -0.421 -0.050  0.364
O 0.759 1.491 0.545  -0.538
O -2.637 -0.968 0.064  -0.582
O 1.706 0.406 -1.361  -0.553
O 2.200 -0.528 0.842  -0.527
O -0.406 -0.996 0.118  -0.535
S 1.331 0.293 0.052  1.227
H -1.391 0.723 -0.209  0.144

The LUMO energy is 3.71 eV. As for the charge: -1. The value obtained for the energy is -813.1723 hartree. The value obtained for the gap between HOMO and LUMO is 9.697 eV. As for the energy above the lowest of the compared OMol25 structures with the same formula, charge and spin: 90.39 kJ/mol. As for the HOMO energy: -5.991 eV.


Entry 4:
DFT (wB97M-V/def2-TZVPD) results for a cluster of 2 separate species, C5H15N2O in total.

Last column: Mulliken charge in e.
Cartesian coordinates (Å):
C 1.039 1.723 1.600  -1.331
C 0.524 0.495 0.868  0.170
C -0.625 0.864 -0.072  -0.939
C -1.379 -0.277 -0.721  0.870
C -2.614 -0.131 -1.165  -1.307
N -0.751 -1.550 -0.602  -0.472
N -0.050 -0.508 1.883  -0.235
H 0.895 2.598 0.981  0.353
H 0.563 1.861 2.578  0.356
H 2.108 1.699 1.802  0.374
H 1.265 -0.046 0.285  0.390
H -0.186 1.539 -0.814  0.424
H -1.336 1.502 0.450  0.365
H -3.189 0.788 -1.133  0.282
H -3.151 -0.957 -1.608  0.260
H 0.124 -1.635 -1.107  0.108
H -1.357 -2.306 -0.900  0.243
H 0.662 -1.200 2.122  0.343
H -0.739 -1.084 1.377  0.372
H -0.444 -0.047 2.698  0.359
H 2.784 0.203 -2.498  0.336
H 2.213 -1.055 -1.882  0.307
O 2.886 -0.383 -1.736  -0.629

The LUMO energy is -3.12 eV. As for the charge: +1. The value obtained for the energy is -384.0065 hartree. The value obtained for the gap between HOMO and LUMO is 9.740 eV. As for the energy above the lowest of the compared OMol25 structures with the same formula, charge and spin: 116.97 kJ/mol. As for the HOMO energy: -12.863 eV.


Entry 5:
DFT (wB97M-V/def2-TZVPD) results for a structure of composition C33H42CaGe2N3O3S.

Last column: Mulliken charge in e.
Cartesian coordinates (Å):
Ca -2.657 -1.774 0.887  1.644
C -5.314 -0.533 -2.592  -1.432
C -4.622 -0.421 -1.233  0.753
O -3.691 -1.285 -0.979  -0.587
C -4.950 0.652 -0.352  -0.861
C -4.419 1.006 0.935  0.844
C -5.015 2.260 1.574  -1.213
N -3.469 0.288 1.539  -0.053
N -2.896 0.748 2.683  -0.824
C -1.682 0.275 2.943  0.672
O -1.182 -0.702 2.322  -1.234
C -0.950 0.939 4.024  0.390
C 0.151 0.308 4.651  -0.033
C 0.775 0.967 5.721  -0.852
C 0.466 2.309 5.953  -0.254
C -0.593 2.953 5.321  -0.666
C -1.372 2.184 4.436  -0.242
H -4.792 -1.257 -3.233  0.303
H -5.320 0.504 -3.046  0.341
H -6.379 -0.827 -2.392  0.320
H -5.675 1.352 -0.805  0.066
H -4.254 2.829 2.072  0.244
H -5.651 1.921 2.436  0.252
H -5.570 2.801 0.818  0.354
H 0.452 -0.701 4.335  0.372
H 1.382 0.410 6.430  0.364
H 0.948 2.830 6.777  0.369
H -0.889 4.006 5.545  0.329
H -2.251 2.574 3.943  0.388
O -3.510 -3.766 1.731  -0.976
N -3.870 -4.705 0.849  0.520
C -4.995 -5.466 1.135  -0.264
C -5.302 -6.536 0.291  -0.656
C -4.460 -6.754 -0.815  -0.140
C -3.468 -5.902 -1.177  -0.885
C -3.053 -4.863 -0.263  0.585
S -1.641 -3.923 -0.581  -0.416
H -5.479 -5.222 2.081  0.398
H -6.145 -7.148 0.536  0.382
H -4.677 -7.571 -1.480  0.337
H -2.896 -5.961 -2.088  0.394
C 0.032 4.125 -2.126  -1.230
C -0.120 2.938 -1.169  -0.306
Ge 0.859 1.355 -1.920  -0.072
C -0.319 0.137 -2.859  -0.346
C 0.318 -0.525 -4.132  -1.156
C 2.616 1.759 -2.682  -0.129
C 3.519 1.260 -1.803  -0.913
Ge 2.460 0.149 -0.464  0.138
C 2.501 0.852 1.375  -0.369
C 3.722 1.779 1.515  -1.096
C 2.498 -1.783 -0.607  -0.178
C 3.719 -2.535 -0.047  -1.281
C 4.991 1.461 -1.851  0.242
C 5.884 0.491 -1.384  0.272
C 7.269 0.618 -1.468  -0.784
C 7.823 1.726 -2.081  -0.148
C 6.988 2.725 -2.574  -0.792
C 5.604 2.573 -2.446  -0.345
H -0.875 4.757 -2.133  0.320
H 0.218 3.817 -3.171  0.272
H 0.893 4.739 -1.891  0.365
H -1.194 2.621 -1.114  0.300
H 0.303 3.110 -0.140  0.337
H -1.260 0.694 -3.014  0.410
H -0.579 -0.615 -2.094  0.273
H 0.902 0.129 -4.816  0.289
H -0.516 -0.916 -4.752  0.358
H 0.964 -1.358 -3.878  0.281
H 2.858 1.932 -3.742  0.433
H 2.518 -0.015 2.062  0.315
H 1.542 1.349 1.410  0.357
H 4.671 1.208 1.390  0.259
H 3.750 2.309 2.485  0.364
H 3.678 2.578 0.717  0.251
H 2.343 -2.035 -1.656  0.236
H 1.553 -2.045 -0.035  0.278
H 4.539 -2.600 -0.765  0.359
H 3.502 -3.613 0.196  0.326
H 4.140 -2.068 0.856  0.322
H 5.485 -0.433 -0.985  0.251
H 7.872 -0.186 -1.004  0.331
H 8.919 1.837 -2.194  0.322
H 7.364 3.586 -3.101  0.385
H 4.958 3.311 -2.847  0.471

The LUMO energy is 2.47 eV. As for the charge: -1. The value obtained for the energy is -6902.3465 hartree. The value obtained for the gap between HOMO and LUMO is 6.144 eV. As for the energy above the lowest of the compared OMol25 structures with the same formula, charge and spin: 0.00 kJ/mol. As for the HOMO energy: -3.675 eV.


Entry 6:
DFT (wB97M-V/def2-TZVPD) results for a structure of composition C10H18BO6S2Sn.

Last column: Mulliken charge in e.
Cartesian coordinates (Å):
Sn 2.157 3.874 -0.535  0.548
B 6.789 2.312 0.332  -0.196
H 6.126 1.946 -0.436  -0.197
H 7.166 1.493 0.925  -0.195
H 7.517 2.930 -0.171  -0.151
H 6.203 3.033 0.880  -0.202
C 1.061 -3.456 -2.238  -0.362
C 0.265 -4.207 -3.069  0.439
C -0.420 -3.635 -4.308  0.467
O -1.153 -4.306 -5.119  -0.645
C -0.161 -2.303 -4.675  -0.522
C 0.544 -1.368 -3.809  0.421
C 1.250 -2.003 -2.528  0.524
O 1.889 -1.318 -1.737  -0.559
O 0.740 -0.191 -3.998  -0.586
O 0.232 -5.505 -2.826  -0.613
H 1.379 -3.770 -1.255  0.414
H -0.612 -1.954 -5.593  0.423
C -4.076 -0.934 -0.875  -0.906
S -3.988 0.592 0.166  0.435
O -2.552 1.114 -0.016  -0.549
C -5.301 1.601 -0.800  -0.891
H -3.597 -0.684 -1.822  0.300
H -4.991 -1.511 -1.013  0.368
H -3.257 -1.483 -0.411  0.304
H -5.109 1.562 -1.872  0.300
H -5.289 2.614 -0.398  0.295
H -6.296 1.162 -0.722  0.342
C 1.594 0.702 4.409  -0.903
S 0.825 2.310 5.076  0.483
O 0.651 3.344 4.010  -0.604
C -0.921 1.747 5.337  -0.858
H 2.568 0.874 3.952  0.363
H 1.021 0.363 3.546  0.281
H 1.543 0.107 5.321  0.323
H -1.064 1.283 6.312  0.343
H -1.216 1.007 4.593  0.263
H -1.518 2.658 5.368  0.307

The LUMO energy is -2.30 eV. As for the charge: -1. The value obtained for the energy is -1878.3371 hartree. The value obtained for the gap between HOMO and LUMO is 1.882 eV. As for the energy above the lowest of the compared OMol25 structures with the same formula, charge and spin: 808.51 kJ/mol. As for the HOMO energy: -4.186 eV.